## A
14
Properties=species:S:1:pos:R:3 method="wB97M-V/def2-TZVPD" homo_energy_ev=-8.52
C -2.90 0.55 1.41
C -1.56 0.14 0.50
C -1.02 -1.15 0.21
C 0.46 0.42 -0.16
H -3.53 -0.28 1.93
H -2.50 1.30 2.08
H -3.70 1.05 0.71
H -1.32 -2.14 0.50
H 1.47 -0.94 -1.53
H 2.42 0.94 0.96
N 0.25 -0.86 -0.02
N -0.58 1.14 0.41
O 0.89 -1.85 -0.71
S 2.03 0.82 -0.84


## B
14
Properties=species:S:1:pos:R:3 method="wB97M-V/def2-TZVPD" homo_energy_ev=-9.34
C 1.27 -0.46 0.94
C 0.88 -0.44 -0.52
O -0.24 -1.24 -0.84
C -1.55 -0.88 -0.73
N -2.14 0.15 -0.27
N -1.62 1.19 0.40
C -0.52 1.78 0.06
S 0.66 1.27 -1.18
H 0.43 -0.11 1.58
H 1.44 -1.54 1.20
H 2.21 0.09 1.07
H 1.65 -0.87 -1.18
H -2.23 -1.61 -1.22
H -0.25 2.66 0.68


Energies, relative to the best one, in kJ/mol: A 447.6; B 0.0.


## A
14
Properties=species:S:1:pos:R:3 method="wB97M-V/def2-TZVPD" homo_energy_ev=-8.69
H -0.11 -1.80 2.27
N 0.11 -2.14 1.36
C 0.32 -1.17 0.51
N 0.58 -1.42 -0.76
O 0.51 -0.31 -1.54
C 0.37 0.79 -0.74
C -1.04 1.40 -0.49
S -0.76 1.34 1.36
C 0.55 0.31 0.67
H 0.01 -2.17 -1.28
H 1.06 1.60 -0.89
H -1.90 0.66 -0.75
H -1.21 2.40 -0.88
H 1.51 0.49 1.16


## B
14
Properties=species:S:1:pos:R:3 method="wB97M-V/def2-TZVPD" homo_energy_ev=-8.82
O -1.83 -0.46 2.50
N -0.86 -0.19 1.56
C -1.10 0.09 0.28
C 0.14 0.27 -0.30
C 0.43 0.64 -1.72
S 1.65 -0.46 -2.54
C 1.05 0.07 0.77
N 0.41 -0.22 1.90
H -1.31 -0.58 3.31
H -2.09 0.12 -0.14
H 0.90 1.60 -1.81
H -0.47 0.65 -2.28
H 0.96 -1.61 -2.29
H 2.14 0.10 0.74


## C
14
Properties=species:S:1:pos:R:3 method="wB97M-V/def2-TZVPD" homo_energy_ev=-9.47
O -0.68 1.67 1.58
C -0.39 0.24 1.50
S -1.72 -0.93 2.04
N 0.00 -0.04 0.17
C 1.06 -0.82 -0.19
C 1.22 -0.55 -1.54
C 0.17 0.29 -1.91
N -0.55 0.60 -0.85
H -0.80 1.97 0.57
H 0.53 -0.04 2.14
H -2.31 -1.15 0.86
H 1.45 -1.23 0.69
H 1.91 -0.82 -2.23
H 0.11 0.81 -2.83


## D
14
Properties=species:S:1:pos:R:3 method="wB97M-V/def2-TZVPD" homo_energy_ev="-7.17 / -8.48"
C -1.48 0.68 0.04
C 0.87 -1.16 0.02
C -1.72 1.90 -0.33
C -0.54 -1.55 -0.43
N 0.83 -0.08 0.84
N 1.95 0.66 0.90
O 1.85 -1.81 -0.33
S -1.89 -0.83 0.56
H -2.64 2.04 -0.95
H -1.20 2.76 -0.57
H -0.62 -1.28 -1.41
H -0.47 -2.63 -0.28
H 2.57 0.63 0.15
H 2.48 0.65 1.80


Energies, relative to the best one, in kJ/mol: A 141.8; B 49.2; C 0.0; D 339.9.


## A
6
Properties=species:S:1:pos:R:3 method="wB97M-V/def2-TZVPD" homo_energy_ev=-8.97
N 0.68 -1.08 -0.02
P -0.04 0.31 0.03
H 0.15 -2.13 0.24
H 0.03 0.89 -1.24
H 0.68 1.35 0.87
H -1.49 0.67 0.12


## B
6
Properties=species:S:1:pos:R:3 method="wB97M-V/def2-TZVPD" homo_energy_ev=-9.05
N -0.41 0.78 -0.05
P -0.04 -0.58 0.93
H 0.58 0.86 -0.35
H -0.60 1.57 0.56
H 0.71 -1.08 -0.11
H -1.00 -1.45 0.45


Energies, relative to the best one, in kJ/mol: A 155.9; B 0.0.


## A
30
Properties=species:S:1:pos:R:3 method="wB97M-V/def2-TZVPD" charge=+1 homo_energy_ev=-10.34
C -1.00 2.08 1.00
C -1.41 0.97 -1.26
C -0.60 -2.29 -2.38
C -1.63 -0.13 -3.19
C -1.02 -0.38 -1.07
C 0.18 0.08 1.87
C -0.15 -0.93 2.84
C 2.54 -0.72 1.59
C 1.58 1.16 0.29
N -0.52 1.18 1.71
N -1.87 1.08 -2.52
N -1.28 2.03 -0.35
N -1.05 -1.08 -2.19
N 1.36 0.06 1.25
H -1.20 3.00 1.45
H -0.51 -2.94 -1.53
H -0.87 -2.81 -3.27
H -2.48 -0.58 -3.70
H -0.90 0.10 -4.00
H -0.46 -0.86 -0.28
H 0.47 -0.98 3.76
H -0.09 -2.00 2.34
H -1.08 -0.72 3.12
H 3.06 -0.05 2.24
H 2.50 -1.57 2.21
H 3.27 -0.75 0.73
H 0.60 1.42 -0.18
H 2.09 2.00 0.87
H 2.33 0.91 -0.55
H -1.85 2.70 -0.80


## B
30
Properties=species:S:1:pos:R:3 method="wB97M-V/def2-TZVPD" charge=+1 homo_energy_ev=-12.93
H -3.39 0.86 -1.98
N -2.40 0.69 -1.72
C -2.23 1.26 -0.60
N -1.10 1.06 0.14
C -0.52 2.26 0.77
C 0.80 2.50 0.14
C 1.61 1.27 0.49
N 0.88 -0.05 0.20
C 1.72 -1.19 -0.02
C 1.02 -2.48 -0.56
C -0.49 -2.22 -0.94
N -1.00 -1.24 -0.04
C -2.03 -1.43 0.86
N -2.43 -0.47 1.55
H -3.08 -0.73 2.19
C -0.36 -0.04 0.05
H -2.93 1.92 -0.09
H -0.57 2.01 1.79
H -1.14 3.15 0.59
H 1.28 3.35 0.60
H 0.67 2.66 -0.85
H 2.47 1.30 -0.19
H 1.83 1.25 1.60
H 2.18 -1.37 1.01
H 2.41 -0.73 -0.75
H 1.58 -2.87 -1.43
H 1.16 -3.28 0.11
H -0.76 -1.87 -1.94
H -1.07 -3.20 -0.90
H -2.20 -2.50 0.99


Energies, relative to the best one, in kJ/mol: A 253.6; B 0.0.


## A
12
Properties=species:S:1:pos:R:3 method="wB97M-V/def2-TZVPD" charge=+1 homo_energy_ev=-14.46
O 1.97 -1.12 1.19
N 0.98 -0.55 0.80
C 0.76 -0.09 -0.54
C -0.76 -0.04 -0.86
S -1.54 -0.99 0.44
C -0.32 -0.36 1.61
H 1.27 -0.69 -1.17
H 1.29 0.91 -0.66
H -0.90 1.10 -0.82
H -0.80 -0.38 -1.92
H -0.24 -0.85 2.66
H -0.30 0.82 1.83


## B
12
Properties=species:S:1:pos:R:3 method="wB97M-V/def2-TZVPD" charge=+1 homo_energy_ev="-11.73 / -12.36"
C 2.25 0.52 -0.01
C 0.29 -1.09 -0.32
C -0.27 0.10 0.40
N -1.59 0.64 0.06
O 2.85 1.50 -0.16
S 2.08 -1.13 0.06
H -0.28 -1.99 -0.03
H 0.39 -1.07 -1.36
H -0.02 0.32 1.47
H -1.99 -0.08 -0.52
H -1.55 1.51 -0.48
H -2.17 0.78 0.88


## C
12
Properties=species:S:1:pos:R:3 method="wB97M-V/def2-TZVPD" charge=+1 homo_energy_ev=-14.18
C -1.33 0.68 0.08
C -0.38 1.57 -0.28
C 1.26 -0.52 -0.44
N -0.93 -0.69 0.23
O 2.13 -1.35 0.04
S 1.25 1.09 0.11
H -2.23 0.94 0.59
H -0.52 2.55 -0.47
H 0.97 -0.86 -1.42
H -1.21 -1.12 1.11
H -1.42 -1.30 -0.46
H 2.40 -1.00 0.91


Energies, relative to the best one, in kJ/mol: A 164.7; B 128.4; C 0.0.


## A
7
Properties=species:S:1:pos:R:3 method="wB97M-V/def2-TZVPD" homo_energy_ev=-10.05
C 0.26 0.41 -0.57
O -0.51 0.07 1.86
S 0.44 -0.51 1.00
Br -0.46 -2.36 0.09
H 1.16 1.05 -0.75
H -0.70 1.50 -0.18
H -0.19 -0.15 -1.43


## B
7
Properties=species:S:1:pos:R:3 method="wB97M-V/def2-TZVPD" homo_energy_ev="-8.77 / -8.65"
C 1.00 0.63 1.91
O -3.91 1.23 2.57
S -2.92 2.17 3.22
Br -0.64 0.76 2.73
H 1.55 1.62 2.25
H 0.86 0.59 0.83
H 1.51 -0.25 2.37


Energies, relative to the best one, in kJ/mol: A 0.0; B 39.6.


## A
11
Properties=species:S:1:pos:R:3 method="wB97M-V/def2-TZVPD" homo_energy_ev=-10.46
O -3.03 -0.99 0.67
C -2.10 -1.22 -0.05
O -1.47 -0.22 -0.69
H -1.56 -2.16 -0.14
H -1.93 0.57 -0.34
C 3.45 0.66 0.01
O 2.24 1.35 0.08
H 4.40 1.19 -0.18
H 3.29 -0.04 -0.80
H 3.80 0.06 0.86
H 2.36 2.26 0.40


## B
11
Properties=species:S:1:pos:R:3 method="wB97M-V/def2-TZVPD" homo_energy_ev="-6.49 / -6.49"
H 1.36 -4.07 2.53
C 1.90 -4.82 1.93
O 1.87 -6.08 2.30
O 2.48 -4.48 0.86
C 2.31 -3.11 0.34
H 1.13 -6.18 2.94
H 2.81 -3.17 -0.63
H 1.25 -2.81 0.19
H 2.86 -2.43 1.01
O -1.07 -2.70 1.86
H -1.32 -3.54 2.35


Energies, relative to the best one, in kJ/mol: A 0.0; B 406.0.


## A
17
Properties=species:S:1:pos:R:3 method="wB97M-V/def2-TZVPD" homo_energy_ev=-11.23
C 0.30 1.14 1.57
C 0.34 -0.09 0.65
C -0.32 -1.20 1.44
C -0.29 0.24 -0.69
C -0.59 -1.00 -1.50
F 0.58 1.07 -1.52
H -0.67 1.29 1.78
H 0.71 0.94 2.54
H 0.69 2.09 1.01
H 1.45 -0.24 0.48
H -0.37 -2.13 0.86
H 0.36 -1.42 2.31
H -1.36 -1.16 1.88
H -1.09 0.90 -0.68
H 0.37 -1.41 -1.88
H -1.41 -1.00 -2.30
H -0.50 -1.97 -1.09


## B
17
Properties=species:S:1:pos:R:3 method="wB97M-V/def2-TZVPD" homo_energy_ev=-11.25
C -1.37 1.39 -0.15
C -1.01 -0.03 0.30
C -2.12 -0.99 -0.02
C 0.37 -0.41 -0.33
C 1.55 0.10 0.49
F 2.63 -0.14 -0.27
H -0.61 2.18 0.13
H -2.32 1.75 0.21
H -1.34 1.48 -1.18
H -0.84 -0.14 1.35
H -2.02 -1.91 0.56
H -3.10 -0.59 0.20
H -2.16 -1.31 -1.02
H 0.45 -1.47 -0.45
H 0.54 0.08 -1.29
H 1.69 -0.34 1.49
H 1.50 1.18 0.67


## C
17
Properties=species:S:1:pos:R:3 method="wB97M-V/def2-TZVPD" homo_energy_ev="-7.19 / -8.06"
C 1.81 -0.91 0.36
C 2.01 1.60 -0.11
C -2.84 -0.95 -0.40
C 1.48 0.27 -0.46
C -2.10 0.03 0.41
F -2.40 1.34 0.18
H 1.35 -0.84 1.35
H 2.89 -0.97 0.53
H 1.47 -1.83 -0.10
H 2.89 1.85 -0.71
H 1.27 2.38 -0.29
H 2.32 1.63 0.94
H -2.47 -1.95 -0.20
H -2.73 -0.74 -1.46
H -3.92 -0.94 -0.19
H 0.82 0.17 -1.30
H -1.84 -0.14 1.44


Energies, relative to the best one, in kJ/mol: A 121.0; B 0.0; C 321.2.